This record from the Open Molecules 2025 dataset describes a 7-piece molecular cluster, C24H36NO21 overall at a distorted geometry. The level of theory is ωB97M-V with the def2-TZVPD basis set.

Its molecular weight is 674.54 Da. The net charge is -1. The calculation puts the HOMO-LUMO gap at 9.393 eV.

Element x y z (Å)
N  -0.583  0.603  0.403
O  0.150  -0.040  1.206
O  -0.132  1.561  -0.282
O  -1.609  -0.014  0.089
C  1.557  -4.135  0.061
C  2.862  -3.222  0.144
C  2.686  -1.819  0.849
O  4.008  -1.757  1.575
C  4.450  -2.999  1.675
O  5.511  -3.341  2.246
O  3.907  -3.762  0.855
H  1.213  -4.457  1.044
H  1.626  -4.916  -0.583
H  0.766  -3.677  -0.471
H  3.340  -3.017  -0.772
H  1.746  -1.946  1.502
H  2.402  -1.187  0.283
C  -1.264  2.683  3.157
C  -0.045  3.493  3.643
C  1.352  2.943  3.027
O  1.760  4.017  2.310
C  0.936  4.989  2.426
O  0.958  5.992  1.766
O  -0.107  4.751  3.276
H  -1.292  2.696  2.193
H  -2.336  3.007  3.306
H  -1.197  1.615  3.208
H  -0.171  3.462  4.786
H  1.198  2.062  2.483
H  2.013  2.856  3.838
C  4.628  1.460  0.669
C  3.576  1.720  -0.466
C  2.951  3.126  -0.453
O  3.056  3.515  -1.789
C  3.846  2.699  -2.431
O  4.337  2.926  -3.573
O  4.233  1.618  -1.701
H  3.924  1.619  1.492
H  5.399  2.061  0.678
H  4.774  0.474  0.769
H  2.731  0.926  -0.539
H  3.548  3.746  0.220
H  2.048  3.048  -0.019
C  -3.538  1.487  -3.247
C  -4.185  0.837  -2.058
C  -4.388  1.778  -0.856
O  -5.791  2.063  -0.859
C  -6.397  1.249  -1.691
O  -7.596  1.208  -1.873
O  -5.493  0.470  -2.327
H  -2.446  1.826  -3.085
H  -4.096  2.401  -3.473
H  -3.568  0.772  -4.048
H  -3.506  -0.102  -1.858
H  -3.570  2.542  -1.074
H  -4.332  1.140  0.096
C  -2.308  -1.523  3.682
C  -2.788  -2.392  2.499
C  -1.627  -3.025  1.604
O  -2.002  -4.336  1.533
C  -2.957  -4.598  2.339
O  -3.309  -5.739  2.585
O  -3.529  -3.678  2.877
H  -3.004  -0.988  4.280
H  -1.479  -1.027  3.227
H  -1.943  -2.398  4.208
H  -3.467  -1.698  1.968
H  -0.808  -2.830  2.069
H  -1.768  -2.571  0.600
C  -0.832  -0.978  -4.740
C  0.555  -0.768  -4.161
C  0.716  -0.713  -2.679
O  1.011  -2.023  -2.295
C  1.370  -2.661  -3.410
O  1.898  -3.807  -3.345
O  1.297  -1.921  -4.414
H  -1.513  -0.301  -4.733
H  -1.412  -1.635  -4.271
H  -0.700  -1.175  -5.748
H  1.354  -0.194  -4.710
H  -0.218  -0.047  -2.281
H  1.616  -0.020  -2.428

***

This record from the Open Molecules 2025 dataset describes a 6-piece molecular cluster, C24H36O18 overall at a distorted geometry. The level of theory is ωB97M-V with the def2-TZVPD basis set.

Its molecular weight is 612.53 Da. As for the SMILES: C[C@H]1COC(=O)O1.C[C@H]1COC(=O)O1.C[C@H]1COC(=O)O1.C[C@H]1COC(=O)O1.C[C@H]1COC(=O)O1.C[C@H]1COC(=O)O1. The net charge is 0. The calculation puts the HOMO-LUMO gap at 10.722 eV.

Element x y z (Å)
C  -5.981  1.557  -6.767
C  -6.415  0.358  -5.965
C  -6.093  -1.025  -6.545
O  -5.528  -1.704  -5.444
C  -5.091  -0.812  -4.514
O  -4.273  -1.118  -3.704
O  -5.669  0.369  -4.715
H  -4.962  1.411  -7.131
H  -6.025  2.463  -6.166
H  -6.596  1.704  -7.657
H  -7.455  0.368  -5.633
H  -5.362  -0.905  -7.352
H  -6.969  -1.501  -6.973
C  -7.037  -3.244  -2.202
C  -6.208  -4.250  -2.943
C  -5.140  -5.006  -2.130
O  -5.173  -6.311  -2.663
C  -6.411  -6.533  -3.175
O  -6.837  -7.608  -3.450
O  -7.058  -5.378  -3.326
H  -6.311  -2.436  -2.048
H  -7.505  -3.599  -1.287
H  -7.800  -2.808  -2.849
H  -5.769  -3.814  -3.840
H  -5.331  -4.879  -1.064
H  -4.181  -4.552  -2.376
C  -13.433  1.644  -0.611
C  -14.316  0.478  -1.006
C  -15.815  0.797  -0.936
O  -16.353  0.211  -2.119
C  -15.356  0.031  -3.010
O  -15.444  -0.216  -4.159
O  -14.177  0.335  -2.427
H  -12.391  1.454  -0.879
H  -13.396  1.745  0.479
H  -13.698  2.627  -0.994
H  -14.087  -0.440  -0.469
H  -16.047  1.861  -0.989
H  -16.215  0.364  -0.020
C  -11.523  -4.534  -9.260
C  -11.689  -5.556  -10.372
C  -13.125  -5.886  -10.778
O  -13.039  -6.008  -12.190
C  -11.948  -5.350  -12.622
O  -11.731  -5.108  -13.758
O  -11.153  -5.013  -11.589
H  -11.934  -4.896  -8.319
H  -11.892  -3.524  -9.434
H  -10.447  -4.395  -9.129
H  -11.172  -6.491  -10.158
H  -13.899  -5.171  -10.490
H  -13.446  -6.833  -10.341
C  -12.809  -2.208  -6.304
C  -11.742  -1.148  -6.122
C  -11.531  -0.703  -4.677
O  -10.230  -1.111  -4.342
C  -9.646  -1.724  -5.395
O  -8.570  -2.228  -5.343
O  -10.492  -1.804  -6.419
H  -12.743  -2.713  -7.265
H  -13.830  -1.820  -6.248
H  -12.753  -2.931  -5.487
H  -11.970  -0.260  -6.712
H  -12.283  -1.105  -3.991
H  -11.713  0.374  -4.611
C  -11.029  -2.948  -1.382
C  -11.737  -3.189  -0.063
C  -11.769  -1.958  0.811
O  -13.123  -1.932  1.320
C  -13.818  -2.964  0.787
O  -14.869  -3.330  1.187
O  -13.090  -3.558  -0.201
H  -11.636  -2.252  -1.965
H  -10.817  -3.828  -1.989
H  -10.042  -2.497  -1.252
H  -11.262  -3.982  0.529
H  -11.526  -1.020  0.308
H  -11.123  -2.062  1.681

***

This record from the Open Molecules 2025 dataset describes one molecule with the formula C24H36O2. The level of theory is ωB97M-V with the def2-TZVPD basis set.

Its molecular weight is 356.55 Da. As for the SMILES: CC/C=C\C/C=C\C/C=C\C/C=C\C/C=C\C/C=C\CCC(=O)OCC. The net charge is 0. The calculation puts the HOMO-LUMO gap at 9.674 eV.

Element x y z (Å)
C  4.041  -1.252  1.647
C  2.865  -0.289  1.546
C  2.889  0.755  2.621
C  1.978  1.701  2.790
C  0.778  1.892  1.905
C  1.130  2.827  0.785
C  1.108  2.576  -0.516
C  0.701  1.306  -1.198
C  1.797  0.802  -2.088
C  2.125  -0.460  -2.314
C  1.480  -1.682  -1.734
C  2.481  -2.767  -1.458
C  2.256  -3.848  -0.728
C  0.962  -4.162  -0.032
C  0.988  -3.613  1.366
C  0.021  -2.965  1.997
C  -1.347  -2.637  1.475
C  -1.571  -1.154  1.506
C  -2.038  -0.394  0.527
C  -2.478  -0.841  -0.835
C  -3.651  0.010  -1.340
C  -3.191  1.430  -1.580
O  -2.330  1.746  -2.361
O  -3.859  2.292  -0.811
C  -3.492  3.671  -0.888
C  -2.410  4.005  0.129
H  3.985  -1.996  0.856
H  4.983  -0.716  1.551
H  4.033  -1.766  2.606
H  1.932  -0.859  1.606
H  2.880  0.199  0.567
H  3.732  0.709  3.299
H  2.096  2.424  3.586
H  0.441  0.932  1.519
H  -0.035  2.335  2.490
H  1.453  3.806  1.118
H  1.409  3.363  -1.197
H  0.407  0.546  -0.477
H  -0.170  1.524  -1.830
H  2.350  1.580  -2.600
H  2.931  -0.668  -3.007
H  0.744  -2.061  -2.457
H  0.936  -1.439  -0.820
H  3.453  -2.632  -1.913
H  3.054  -4.563  -0.575
H  0.842  -5.249  0.023
H  0.123  -3.756  -0.596
H  1.923  -3.783  1.886
H  0.201  -2.619  3.008
H  -2.083  -3.109  2.137
H  -1.490  -3.036  0.473
H  -1.300  -0.687  2.446
H  -2.124  0.671  0.696
H  -1.649  -0.732  -1.542
H  -2.780  -1.889  -0.823
H  -4.467  0.013  -0.619
H  -4.006  -0.393  -2.291
H  -4.410  4.226  -0.682
H  -3.144  3.889  -1.902
H  -1.496  3.458  -0.094
H  -2.743  3.743  1.130
H  -2.195  5.069  0.095

***

This record from the Open Molecules 2025 dataset describes a 2-piece molecular cluster, C24H37BFN2O8S overall at a distorted geometry. The level of theory is ωB97M-V with the def2-TZVPD basis set.

Its molecular weight is 543.44 Da. The net charge is +1. The calculation puts the HOMO-LUMO gap at 7.698 eV.

Element x y z (Å)
C  1.214  -4.076  5.313
C  0.861  -2.666  4.684
O  -0.194  -2.772  3.700
B  -0.554  -1.491  3.191
O  -1.370  -0.713  4.011
C  0.021  -0.956  1.733
C  0.915  -2.166  1.280
C  1.649  -2.000  -0.093
O  2.657  -0.973  -0.124
C  3.787  -1.299  0.604
O  4.113  -2.402  0.958
C  4.746  -0.088  0.934
C  5.663  0.246  -0.322
C  -1.042  -0.351  0.728
C  -2.477  -0.914  0.877
C  -3.484  -0.428  1.853
C  -4.773  -1.089  1.820
N  -5.225  -2.086  1.027
C  -4.323  -2.573  0.142
C  -2.990  -2.004  0.050
C  -0.762  1.176  0.493
C  0.141  1.416  -0.821
O  -0.497  0.971  -2.005
C  0.581  0.591  -2.913
C  -1.932  2.217  0.287
F  -2.994  1.722  -0.493
C  -2.446  2.932  1.604
C  -2.978  4.363  1.125
C  0.322  1.447  1.606
N  0.684  0.326  2.164
S  1.914  0.418  3.396
H  1.677  -3.897  6.322
H  2.008  -4.598  4.712
H  0.315  -4.734  5.397
H  0.569  -1.949  5.498
H  1.831  -2.279  4.260
H  -1.752  -1.341  4.659
H  1.726  -2.278  2.055
H  0.300  -3.104  1.206
H  0.961  -1.793  -0.960
H  2.098  -3.007  -0.333
H  5.319  -0.345  1.851
H  4.063  0.797  1.057
H  5.166  -0.012  -1.296
H  6.661  -0.266  -0.251
H  5.855  1.355  -0.330
H  -0.737  -0.795  -0.269
H  -3.229  0.377  2.577
H  -5.518  -0.704  2.565
H  -4.580  -3.414  -0.549
H  -2.299  -2.431  -0.723
H  1.094  0.828  -0.631
H  0.484  2.493  -0.891
H  0.837  -0.488  -2.704
H  0.304  0.760  -3.981
H  1.504  1.213  -2.735
H  -1.501  3.054  -0.332
H  -1.628  3.141  2.338
H  -3.332  2.432  2.059
H  -2.214  4.935  0.547
H  -3.433  4.954  1.954
H  -3.820  4.131  0.409
H  0.800  2.410  1.898
H  2.483  1.670  3.258
C  -0.234  0.667  -7.794
C  -0.761  1.961  -8.348
O  -0.807  2.802  -7.198
C  0.086  2.313  -6.301
O  0.415  2.876  -5.303
O  0.558  1.097  -6.688
H  0.371  0.118  -8.514
H  -1.029  0.013  -7.426
H  -0.088  2.407  -9.085
H  -1.750  1.854  -8.792

***

This record from the Open Molecules 2025 dataset describes C24H37BN7O5Pb as an isolated structure. The level of theory is ωB97M-V with the def2-TZVPD basis set.

Its molecular weight is 721.62 Da. The net charge is -1. The calculation puts the HOMO-LUMO gap at 8.674 eV.

Element x y z (Å)
Pb  -0.344  -0.632  -0.033
O  -3.190  -1.230  1.602
C  -3.724  -2.502  1.284
C  -3.189  -3.076  -0.014
N  -1.734  -3.066  -0.124
C  -1.363  -3.477  -1.478
C  -1.667  -2.363  -2.489
O  -2.279  -2.639  -3.512
O  -1.216  -1.203  -2.164
C  -1.083  -3.888  0.883
C  0.444  -3.722  0.860
O  1.129  -4.704  1.108
O  0.883  -2.539  0.608
H  -3.385  -0.624  0.880
H  -3.478  -3.144  2.129
H  -4.818  -2.460  1.216
H  -3.578  -4.104  -0.106
H  -3.591  -2.509  -0.859
H  -0.287  -3.665  -1.509
H  -1.884  -4.394  -1.778
H  -1.409  -3.561  1.874
H  -1.318  -4.954  0.775
C  2.804  -2.499  -2.160
C  2.685  -1.211  -2.969
C  1.481  -1.228  -3.912
C  2.694  0.027  -2.109
C  3.681  1.015  -2.199
C  3.309  1.968  -1.283
N  2.174  1.578  -0.690
N  1.780  0.376  -1.190
B  1.489  2.473  0.382
N  1.517  1.835  1.783
C  2.257  2.340  2.789
C  2.127  1.511  3.877
C  1.268  0.489  3.438
N  0.903  0.696  2.175
C  0.824  -0.698  4.245
C  -0.696  -0.761  4.363
C  1.396  -1.999  3.677
N  0.141  3.040  -0.110
C  -0.036  4.361  -0.310
C  -1.278  4.556  -0.855
C  -1.823  3.260  -0.954
N  -0.958  2.354  -0.506
C  -3.173  2.952  -1.544
C  -3.232  3.453  -2.992
C  -3.546  1.480  -1.491
H  2.770  -3.364  -2.827
H  2.006  -2.600  -1.428
H  3.747  -2.529  -1.612
H  3.586  -1.122  -3.584
H  0.542  -1.193  -3.365
H  1.493  -2.135  -4.521
H  1.503  -0.366  -4.582
H  4.542  1.015  -2.845
H  3.771  2.902  -1.013
H  2.202  3.439  0.481
H  2.825  3.244  2.653
H  2.586  1.613  4.847
H  1.239  -0.549  5.247
H  -1.152  -0.872  3.381
H  -1.092  0.153  4.811
H  -0.998  -1.608  4.983
H  1.116  -2.125  2.631
H  1.029  -2.860  4.240
H  2.486  -1.999  3.725
H  0.745  5.062  -0.067
H  -1.734  5.491  -1.134
H  -3.912  3.515  -0.961
H  -2.510  2.906  -3.600
H  -3.001  4.516  -3.062
H  -4.227  3.288  -3.411
H  -2.780  0.851  -1.942
H  -4.485  1.313  -2.023
H  -3.699  1.166  -0.459

***

This record from the Open Molecules 2025 dataset describes C24H37BaN4O3SeSi as an isolated structure. The level of theory is ωB97M-V with the def2-TZVPD basis set.

Its molecular weight is 673.96 Da. The net charge is -1. The calculation puts the HOMO-LUMO gap at 6.248 eV.

Element x y z (Å)
Ba  0.613  0.003  0.592
O  1.362  -1.196  2.769
C  0.919  -1.995  3.663
C  1.618  -2.144  4.900
C  1.192  -2.987  5.897
C  0.036  -3.760  5.741
C  -0.662  -3.645  4.560
C  -0.273  -2.787  3.520
C  -1.147  -2.789  2.353
N  -1.107  -2.032  1.332
C  -2.101  -2.227  0.288
C  -1.431  -2.486  -1.061
N  -0.624  -1.360  -1.500
C  -0.676  -1.039  -2.728
C  0.062  0.004  -3.432
C  -0.364  0.249  -4.747
C  0.215  1.199  -5.559
C  1.286  1.936  -5.045
C  1.744  1.720  -3.769
C  1.159  0.757  -2.894
O  1.631  0.599  -1.711
H  2.520  -1.555  5.019
H  1.765  -3.056  6.815
H  -0.299  -4.428  6.524
H  -1.562  -4.237  4.416
H  -1.945  -3.547  2.414
H  -2.703  -1.316  0.217
H  -2.756  -3.082  0.513
H  -2.201  -2.741  -1.803
H  -0.767  -3.351  -0.952
H  -1.371  -1.588  -3.385
H  -1.197  -0.336  -5.125
H  -0.153  1.370  -6.562
H  1.761  2.695  -5.658
H  2.567  2.299  -3.367
N  -0.514  1.532  2.838
C  0.406  1.853  3.918
C  1.675  2.493  3.383
N  2.375  1.588  2.468
H  -0.926  2.344  2.387
H  -1.285  0.959  3.157
H  0.672  0.919  4.421
H  -0.019  2.524  4.677
H  2.289  2.793  4.243
H  1.419  3.406  2.834
H  2.512  0.680  2.910
H  3.276  1.969  2.207
C  3.953  -0.558  0.062
C  3.289  -1.601  -0.802
C  3.835  -1.786  -2.189
O  2.320  -2.214  -0.407
H  5.040  -0.618  -0.006
H  3.633  -0.683  1.097
H  3.646  0.418  -0.327
H  4.913  -1.954  -2.170
H  3.643  -0.860  -2.738
H  3.325  -2.609  -2.684
C  -4.490  3.703  -1.574
Si  -3.130  2.405  -1.778
C  -3.882  1.022  -2.820
C  -1.777  3.209  -2.813
Se  -2.426  1.679  0.195
H  -4.855  4.055  -2.545
H  -4.112  4.562  -1.015
H  -5.332  3.289  -1.016
H  -4.220  1.391  -3.793
H  -4.734  0.580  -2.299
H  -3.144  0.236  -2.989
H  -2.174  3.573  -3.766
H  -0.971  2.501  -3.030
H  -1.345  4.055  -2.274